1.
Density functional theory data (the ωB97M-V functional and the def2-TZVPD basis) for C17H26N2O3S2 as an isolated structure.

Properties
HOMO energy	-9.0087	eV
E_tot	-48827.2839	eV
charge	0
E_LUMO	0.1	eV
HOMO-LUMO gap	9.1	eV
M	370.5	u

Each line ends with the Löwdin charge.
CARTESIAN COORDINATES (ANGSTROEM)
O (-1.821, 1.171, 1.361)  0.031
C (-1.991, 0.241, 0.528)  -0.474
N (-3.227, 0.138, 0.016)  0.057
H (-3.505, -0.760, -0.604)  0.206
C (-4.485, 0.729, 0.194)  -0.251
C (-5.707, 0.031, 1.077)  -0.032
H (-5.494, -1.072, 1.189)  0.115
H (-5.812, 0.444, 1.938)  0.013
C (-6.956, 0.398, 0.084)  -0.134
H (-7.384, 1.216, 0.529)  0.078
H (-7.656, -0.266, 0.226)  0.043
C (-6.454, 0.732, -1.320)  -0.111
H (-7.047, 0.949, -1.981)  0.014
H (-6.033, -0.216, -1.650)  0.119
C (-5.134, 1.484, -1.063)  -0.064
H (-4.477, 1.473, -1.628)  -0.014
H (-5.399, 2.366, -0.696)  0.074
H (-4.144, 1.631, 1.078)  0.204
C (-0.994, -0.649, 0.002)  -0.323
C (-0.454, -1.329, 1.411)  0.014
C (0.696, -2.282, 0.808)  -0.160
C (1.656, -1.456, 0.186)  -0.480
C (1.067, -0.833, -1.133)  -0.113
C (-0.129, 0.036, -0.616)  -0.273
H (0.308, 1.006, -0.460)  0.140
H (-0.468, 0.402, -1.697)  0.178
H (0.677, -1.951, -1.790)  0.203
H (1.832, -0.261, -1.851)  0.132
C (2.475, -0.553, 0.968)  -0.162
N (3.549, 0.212, 0.159)  -0.125
S (4.778, -0.489, -0.673)  0.491
O (4.911, -1.870, -0.066)  -0.337
O (4.643, -0.553, -2.030)  -0.232
C (6.105, 0.330, -0.248)  -0.507
C (6.787, 1.219, -1.050)  0.013
C (7.871, 2.202, -0.334)  -0.060
C (7.896, 1.702, 0.781)  -0.443
S (6.682, 0.550, 1.661)  0.899
H (8.514, 2.132, 1.716)  0.111
H (8.374, 2.829, -0.752)  0.013
H (6.689, 1.283, -1.944)  0.000
H (2.941, 0.912, -0.368)  0.134
H (1.791, 0.152, 1.377)  0.117
H (3.084, -1.184, 1.646)  0.134
H (2.407, -2.216, -0.399)  0.177
H (1.382, -2.727, 1.787)  0.181
H (0.440, -3.241, 0.381)  0.110
H (0.045, -0.716, 1.982)  0.057
H (-1.133, -1.868, 1.749)  0.036
H (-1.695, -1.479, -0.483)  0.202



2.
Density functional theory data (the ωB97M-V functional and the def2-TZVPD basis) for a 21-piece molecular cluster, C18H62ClN5O22 overall.

Properties
HOMO energy	-8.2534	eV
E_tot	-84687.3207	eV
charge	0
E_LUMO	-0.7	eV
HOMO-LUMO gap	7.6	eV
M	736.2	u

Each line ends with the Löwdin charge.
CARTESIAN COORDINATES (ANGSTROEM)
Cl (1.288, 2.164, -3.347)  0.737
N (-0.592, -1.255, 0.805)  0.151
N (0.318, 1.775, -1.030)  0.091
N (0.890, -0.201, -2.210)  0.150
O (1.162, -4.755, -5.228)  -0.073
O (1.103, -6.513, -3.173)  -0.048
C (-0.357, -2.429, 0.247)  -0.075
C (0.754, 1.120, -2.103)  -0.764
C (-0.081, 1.019, -0.062)  -0.311
C (0.444, -0.868, -1.132)  -0.187
C (-0.082, -0.294, -0.007)  -0.205
N (-0.689, 1.756, 0.941)  0.103
N (0.366, -2.268, -0.955)  0.111
C (-1.876, 3.340, 3.680)  -0.127
C (0.318, 3.116, 2.680)  -0.112
C (-2.577, 3.499, 2.285)  -0.103
C (-0.902, 5.110, 2.397)  -0.093
C (-0.321, 3.174, 1.288)  -0.210
C (-0.551, 4.024, 3.457)  -0.304
C (-1.508, 4.133, 1.409)  -0.232
C (2.196, -3.351, -2.514)  0.052
C (0.010, -4.765, -1.684)  -0.013
C (0.790, -3.395, -1.871)  -0.246
C (0.316, -4.362, -4.124)  -0.217
C (0.909, -3.151, -3.358)  -0.133
C (0.112, -5.518, -3.027)  -0.264
H (0.665, -5.452, -5.753)  0.076
H (0.823, -7.012, -3.933)  0.015
H (-0.701, -3.381, 0.600)  0.103
H (-0.826, 1.139, 1.730)  0.129
H (-1.669, 2.298, 4.015)  0.072
H (-2.469, 3.835, 4.468)  0.095
H (1.346, 3.455, 2.515)  0.107
H (0.295, 2.121, 3.059)  0.095
H (-3.487, 4.097, 2.431)  0.122
H (-2.868, 2.560, 1.848)  0.079
H (-0.114, 5.714, 2.092)  0.079
H (-1.767, 5.761, 2.672)  0.090
H (0.435, 3.537, 0.593)  0.132
H (-0.122, 4.487, 4.360)  0.133
H (-1.781, 4.529, 0.435)  0.139
H (2.696, -4.269, -2.689)  0.079
H (2.725, -2.457, -2.238)  0.110
H (0.336, -5.308, -0.854)  0.094
H (-1.081, -4.555, -1.501)  0.138
H (-0.672, -4.112, -4.530)  0.116
H (0.624, -2.175, -3.790)  0.138
H (-0.788, -5.996, -3.400)  0.136
O (0.372, -7.953, -5.333)  -0.095
H (0.055, -7.424, -6.135)  0.042
H (-0.292, -8.697, -5.164)  0.124
O (-0.310, -6.110, -7.174)  -0.080
H (0.331, -5.838, -7.907)  0.138
H (-1.252, -6.051, -7.540)  0.126
O (-1.001, 3.997, -2.032)  -0.157
H (-0.654, 3.150, -1.601)  -0.019
H (-1.438, 3.748, -2.910)  0.063
O (2.175, 6.354, 3.690)  -0.098
H (2.332, 5.455, 4.126)  0.054
H (1.500, 6.862, 4.247)  0.099
O (4.723, -5.577, -3.514)  -0.125
H (4.248, -6.077, -2.774)  -0.015
H (5.720, -5.679, -3.373)  0.084
O (-2.776, 6.307, 4.926)  -0.113
H (-1.808, 6.257, 5.216)  0.065
H (-2.802, 6.615, 3.963)  0.018
O (3.235, 3.443, 4.276)  -0.116
H (3.156, 2.523, 3.864)  0.081
H (4.200, 3.740, 4.202)  0.086
O (-3.276, 0.198, 3.779)  -0.120
H (-3.116, 0.646, 4.672)  0.014
H (-4.274, 0.096, 3.652)  0.069
O (3.103, -3.269, -5.729)  -0.129
H (3.220, -2.439, -5.163)  0.060
H (2.396, -3.849, -5.295)  -0.019
O (-3.047, 1.522, -0.818)  -0.119
H (-3.928, 1.784, -0.395)  0.067
H (-2.312, 1.680, -0.141)  0.012
O (3.506, -7.003, -1.700)  -0.100
H (2.568, -6.794, -2.017)  0.051
H (3.492, -7.908, -1.248)  0.108
O (1.930, 6.993, 1.092)  -0.158
H (1.901, 6.567, 2.009)  -0.017
H (2.149, 6.273, 0.416)  -0.007
O (-0.244, -3.912, 3.045)  -0.125
H (-0.921, -3.249, 3.400)  0.077
H (-0.720, -4.789, 2.874)  0.067
O (2.630, 4.888, -0.391)  -0.097
H (2.949, 4.733, -1.339)  0.100
H (3.070, 4.199, 0.206)  0.095
O (3.124, -7.243, -5.377)  -0.114
H (2.118, -7.346, -5.358)  -0.003
H (3.398, -6.668, -4.591)  0.022
O (-3.671, 3.940, 7.100)  -0.097
H (-2.811, 4.471, 7.153)  0.091
H (-3.829, 3.508, 8.001)  0.094
O (-1.374, -2.337, -6.072)  -0.107
H (-1.847, -3.200, -5.841)  0.054
H (-0.570, -2.562, -6.644)  0.077
O (-3.317, 7.643, 2.257)  -0.106
H (-2.867, 8.549, 2.255)  0.092
H (-3.721, 7.489, 1.342)  0.091
O (-0.128, 0.779, 5.341)  -0.129
H (-1.011, 1.271, 5.368)  -0.010
H (0.578, 1.376, 5.753)  0.069
O (-2.483, 1.532, 6.277)  -0.124
H (-2.422, 1.069, 7.174)  0.116
H (-2.991, 2.398, 6.403)  0.042



3.
Density functional theory data (the ωB97M-V functional and the def2-TZVPD basis) for C55H39ClN5O6S3Sr as an isolated structure.

Properties
HOMO energy	-10.4151	eV
E_tot	-123268.3284	eV
charge	+1
E_LUMO	-2.6	eV
HOMO-LUMO gap	7.8	eV
M	1085.2	u

Each line ends with the Löwdin charge.
CARTESIAN COORDINATES (ANGSTROEM)
Sr (0.188, -0.483, -0.487)  1.535
N (3.569, -3.212, -2.379)  0.196
C (4.349, -2.079, -2.535)  -0.204
C (5.678, -1.899, -2.902)  -0.015
C (6.154, -0.603, -2.869)  -0.065
C (5.338, 0.475, -2.488)  -0.057
C (4.016, 0.288, -2.142)  -0.008
C (3.521, -1.015, -2.167)  -0.233
N (2.271, -1.506, -1.805)  0.073
C (2.360, -2.810, -1.917)  -0.282
C (1.257, -3.717, -1.614)  -0.320
C (1.095, -4.982, -2.087)  -0.322
S (-0.398, -5.611, -1.555)  1.098
C (-0.718, -4.145, -0.751)  -0.454
N (0.220, -3.248, -0.838)  -0.025
H (3.880, -4.165, -2.456)  0.167
H (6.313, -2.727, -3.186)  0.118
H (7.184, -0.411, -3.138)  0.112
H (5.760, 1.471, -2.460)  0.117
H (3.395, 1.122, -1.837)  0.117
H (1.744, -5.544, -2.739)  0.086
H (-1.645, -3.982, -0.221)  0.068
O (3.952, 4.158, 1.437)  0.139
C (4.731, 3.106, 1.283)  -0.506
O (5.934, 3.176, 1.295)  0.085
C (4.053, 1.773, 1.211)  -0.045
C (4.697, 0.551, 1.263)  -0.575
Cl (6.330, 0.195, 1.527)  0.860
N (3.773, -0.420, 1.090)  -0.067
N (2.540, 0.111, 0.967)  0.084
C (2.694, 1.426, 1.042)  -0.133
C (1.435, 2.266, 0.963)  -0.569
O (1.481, 3.448, 1.292)  0.083
O (0.406, 1.611, 0.592)  -0.261
C (3.920, -1.834, 1.081)  -0.198
C (4.985, -2.425, 0.423)  -0.054
C (5.083, -3.809, 0.400)  -0.070
C (4.114, -4.597, 1.004)  -0.078
C (3.045, -3.992, 1.655)  -0.074
C (2.952, -2.611, 1.708)  -0.017
H (2.982, 3.933, 1.370)  0.054
H (5.727, -1.816, -0.079)  0.086
H (5.928, -4.269, -0.098)  0.115
H (4.199, -5.676, 0.986)  0.108
H (2.293, -4.597, 2.145)  0.109
H (2.146, -2.127, 2.243)  0.108
C (-1.224, 4.199, 6.534)  -0.039
C (-1.576, 3.793, 5.129)  -0.262
C (-2.478, 4.540, 4.372)  -0.020
C (-2.809, 4.165, 3.080)  -0.041
C (-2.232, 3.026, 2.543)  -0.354
C (-1.313, 2.281, 3.265)  -0.084
C (-0.996, 2.664, 4.558)  -0.031
S (-2.627, 2.494, 0.886)  0.984
O (-2.673, 3.669, -0.016)  -0.469
C (-4.365, 2.082, 1.203)  -0.296
C (-5.341, 2.945, 0.666)  -0.042
C (-6.660, 2.621, 0.781)  0.000
C (-7.064, 1.418, 1.415)  -0.156
C (-8.428, 1.048, 1.500)  -0.025
C (-8.797, -0.131, 2.082)  -0.068
C (-7.816, -0.995, 2.614)  -0.066
C (-6.493, -0.662, 2.556)  -0.015
C (-6.081, 0.553, 1.953)  -0.118
C (-4.708, 0.914, 1.831)  -0.175
C (-3.642, 0.006, 2.344)  -0.155
C (-3.317, -0.045, 3.727)  -0.113
C (-3.971, 0.781, 4.674)  0.001
C (-3.605, 0.745, 5.987)  -0.047
C (-2.576, -0.119, 6.424)  -0.056
C (-1.931, -0.928, 5.535)  -0.022
C (-2.281, -0.910, 4.164)  -0.151
C (-1.597, -1.708, 3.214)  -0.001
C (-1.901, -1.633, 1.883)  -0.092
C (-2.938, -0.772, 1.462)  -0.318
S (-3.284, -0.593, -0.286)  1.052
O (-2.132, -1.333, -0.953)  -0.664
C (-4.754, -1.569, -0.414)  -0.374
C (-5.845, -0.943, -0.996)  -0.063
C (-7.057, -1.614, -1.056)  -0.018
C (-7.185, -2.901, -0.547)  -0.256
C (-8.507, -3.612, -0.569)  -0.034
C (-6.065, -3.517, 0.021)  -0.024
C (-4.856, -2.856, 0.102)  -0.055
H (-1.662, 5.162, 6.791)  0.078
H (-0.143, 4.274, 6.657)  0.087
H (-1.585, 3.460, 7.253)  0.078
H (-2.919, 5.433, 4.800)  0.116
H (-3.496, 4.755, 2.486)  0.121
H (-0.839, 1.421, 2.808)  0.102
H (-0.274, 2.088, 5.127)  0.122
H (-5.007, 3.839, 0.154)  0.113
H (-7.421, 3.275, 0.373)  0.122
H (-9.175, 1.719, 1.094)  0.117
H (-9.843, -0.403, 2.144)  0.108
H (-8.117, -1.926, 3.078)  0.109
H (-5.747, -1.331, 2.968)  0.121
H (-4.748, 1.456, 4.338)  0.130
H (-4.101, 1.387, 6.703)  0.115
H (-2.300, -0.133, 7.470)  0.112
H (-1.138, -1.589, 5.865)  0.117
H (-0.809, -2.368, 3.558)  0.120
H (-1.362, -2.250, 1.172)  0.063
H (-5.753, 0.069, -1.374)  0.122
H (-7.917, -1.124, -1.495)  0.123
H (-9.228, -3.092, -1.197)  0.082
H (-8.921, -3.669, 0.440)  0.086
H (-8.401, -4.633, -0.937)  0.087
H (-6.158, -4.520, 0.422)  0.122
H (-4.004, -3.322, 0.582)  0.110